C17H23F3N6O4 | ωB97M-V/def2-TZVPD

```
53
Properties=species:S:1:pos:R:3
H -3.612 -2.942 -7.130
C -0.679 -0.122 -0.872
C 0.056 2.355 4.213
N 1.546 0.357 3.925
H -1.780 -5.032 -9.732
C -2.693 -2.546 -7.568
C 0.074 -0.505 -5.956
H -1.036 4.222 4.302
C -1.880 -1.832 -6.519
O 3.131 3.311 5.057
H -2.972 -1.832 -8.346
N -1.760 -1.169 -2.899
N 2.320 1.774 6.475
F -0.283 -1.226 -0.180
O 1.099 0.036 -6.338
H 2.349 -2.228 4.107
H 1.684 0.988 6.569
H 2.949 3.279 7.795
C 1.138 -0.597 4.766
H -0.298 2.283 2.075
C -0.771 1.926 2.991
H 4.132 1.989 7.510
C -2.251 -1.872 -5.185
H 1.040 0.577 -3.251
C -0.796 -0.450 -2.354
H 2.710 1.682 8.538
O -0.987 -4.250 -7.663
C 3.072 2.204 7.651
H -1.776 2.341 3.060
C 0.142 -0.021 -3.385
C 1.508 1.826 4.128
H -0.858 0.841 2.954
C 2.382 2.363 5.275
H -3.124 -2.422 -4.852
C -1.931 -3.705 -8.201
H 0.479 4.238 5.204
H -3.124 -3.902 -9.879
N -1.483 -1.213 -4.229
N -2.253 -4.180 -9.441
O 0.649 -0.377 5.866
C 0.001 3.887 4.289
C 1.296 -2.020 4.285
H 0.914 -2.695 5.050
F 0.242 0.860 -0.665
H 0.728 -2.156 3.365
C -0.332 -0.525 -4.558
H -0.424 1.959 5.108
H 1.933 2.270 3.228
F -1.876 0.300 -0.382
H -0.280 -1.306 -7.777
H 1.914 0.040 3.042
H 0.510 4.325 3.430
N -0.739 -1.105 -6.894
```

Values from the calculation:
LUMO	0.20	eV
SMILES string	NC(=O)Cc1cn2nc(C(F)(F)F)cc2c(=O)[nH]1.CNC(=O)[C@@H](NC(C)=O)C(C)C